{"formula": "C70H74ClN12O3PS3SbTi", "method": "ωB97M-V with the def2-TZVPD basis set", "charge": -1, "fmax_ev_per_a": 0.9, "gap_ev": 5.84, "multiplicity": 1, "lumo_energy_ev": 1.56, "homo_ev": -4.3, "e_tot_ha": -6680.6394, "relative_energy_kj_mol": 0.0, "species": ["Ti", "C", "O", "C", "C", "C", "C", "C", "C", "N", "N", "C", "C", "C", "C", "O", "C", "N", "C", "C", "C", "C", "H", "H", "H", "H", "H", "H", "H", "H", "H", "H", "H", "H", "C", "C", "S", "C", "C", "S", "H", "H", "H", "H", "H", "H", "S", "Sb", "C", "C", "C", "C", "C", "C", "C", "C", "C", "C", "C", "C", "C", "C", "C", "C", "C", "C", "H", "H", "H", "H", "H", "H", "H", "H", "H", "H", "H", "H", "H", "H", "H", "C", "N", "C", "N", "C", "N", "C", "P", "C", "C", "H", "H", "H", "H", "H", "H", "H", "H", "H", "H", "H", "H", "N", "C", "C", "C", "C", "C", "C", "C", "N", "C", "C", "N", "C", "H", "H", "H", "H", "H", "H", "H", "C", "C", "C", "C", "C", "O", "C", "C", "C", "C", "C", "C", "Cl", "C", "C", "C", "N", "C", "N", "C", "N", "H", "H", "H", "H", "H", "H", "H", "H", "H", "H", "H", "H", "H", "H", "H", "H", "H", "H", "H", "H", "H", "H"], "coordinates": [[0.34, -0.75, 0.64], [4.41, -0.02, 13.71], [4.22, -1.21, 12.97], [3.79, -1.08, 11.68], [3.43, 0.13, 11.09], [2.99, 0.16, 9.78], [2.91, -1.01, 9.03], [3.26, -2.22, 9.64], [3.70, -2.25, 10.95], [2.46, -1.09, 7.69], [2.36, 0.02, 7.12], [1.92, 0.07, 5.80], [1.97, 1.34, 5.25], [1.60, 1.64, 3.95], [1.16, 0.62, 3.11], [0.78, 0.80, 1.90], [1.08, -0.71, 3.66], [0.58, -1.61, 2.79], [0.39, -2.85, 3.18], [0.71, -3.25, 4.48], [1.23, -2.36, 5.38], [1.44, -1.01, 4.99], [4.82, -0.32, 14.67], [3.46, 0.50, 13.88], [5.11, 0.66, 13.22], [3.48, 1.06, 11.65], [2.71, 1.09, 9.31], [3.18, -3.13, 9.06], [3.98, -3.18, 11.42], [2.33, 2.13, 5.91], [1.66, 2.65, 3.56], [-0.01, -3.53, 2.44], [0.54, -4.28, 4.78], [1.49, -2.66, 6.38], [-2.20, -4.30, -1.37], [-1.79, -3.14, -0.49], [-0.05, -2.98, -0.21], [-2.65, -2.27, 0.04], [-4.14, -2.33, -0.17], [-2.10, -0.94, 1.06], [-1.35, -4.96, -1.55], [-2.56, -3.96, -2.34], [-2.99, -4.90, -0.91], [-4.44, -3.22, -0.73], [-4.50, -1.45, -0.72], [-4.66, -2.33, 0.79], [2.38, -1.14, 0.21], [2.57, -3.14, -2.42], [3.54, -4.49, -1.07], [4.68, -5.18, -1.48], [5.34, -6.06, -0.62], [4.86, -6.25, 0.67], [3.74, -5.55, 1.10], [3.09, -4.67, 0.23], [4.43, -2.53, -3.37], [4.58, -2.60, -4.76], [5.70, -2.05, -5.38], [6.67, -1.41, -4.63], [6.53, -1.32, -3.25], [5.41, -1.87, -2.63], [2.10, -4.55, -4.00], [1.16, -4.10, -4.93], [0.72, -4.89, -5.97], [1.19, -6.19, -6.10], [2.11, -6.67, -5.18], [2.56, -5.86, -4.14], [5.09, -5.03, -2.47], [6.22, -6.59, -0.96], [5.37, -6.93, 1.34], [3.37, -5.67, 2.11], [2.23, -4.13, 0.59], [3.84, -3.10, -5.36], [5.81, -2.14, -6.45], [7.54, -0.98, -5.11], [7.28, -0.82, -2.66], [5.31, -1.79, -1.55], [0.75, -3.09, -4.83], [-0.01, -4.51, -6.68], [0.85, -6.83, -6.90], [2.48, -7.69, -5.26], [3.27, -6.27, -3.43], [4.38, 4.03, -2.71], [3.18, 4.74, -2.26], [3.50, 5.44, -1.02], [4.04, 4.60, 0.04], [5.21, 3.90, -0.49], [4.96, 3.14, -1.71], [4.06, 2.00, -1.44], [2.39, 2.47, -0.77], [2.07, 3.80, -2.05], [3.04, 3.64, 0.52], [5.14, 4.78, -2.96], [4.14, 3.46, -3.61], [2.60, 5.94, -0.65], [4.24, 6.21, -1.25], [5.60, 3.23, 0.27], [5.98, 4.65, -0.72], [4.54, 1.33, -0.72], [3.94, 1.42, -2.36], [1.18, 4.36, -1.76], [1.84, 3.31, -3.01], [3.47, 3.05, 1.33], [2.19, 4.19, 0.95], [3.96, 2.17, -8.90], [3.33, 1.89, -7.98], [2.55, 1.54, -6.82], [1.31, 2.15, -6.62], [0.56, 1.82, -5.51], [1.03, 0.88, -4.60], [2.26, 0.27, -4.81], [3.02, 0.61, -5.91], [0.27, 0.57, -3.45], [-1.09, 0.74, -3.25], [-1.33, 0.37, -1.97], [-0.15, 0.00, -1.37], [0.79, 0.12, -2.28], [0.95, 2.88, -7.33], [-0.39, 2.32, -5.33], [2.63, -0.48, -4.12], [3.98, 0.13, -6.06], [-1.76, 1.05, -4.04], [-2.25, 0.32, -1.41], [1.82, -0.10, -2.10], [-7.73, 4.75, -0.30], [-6.32, 5.37, -0.31], [-6.31, 6.53, 0.71], [-6.05, 5.94, -1.70], [-5.28, 4.28, 0.09], [-5.69, 3.80, 1.36], [-5.22, 3.15, -0.97], [-4.88, 1.73, -0.49], [-5.94, 1.05, 0.34], [-5.60, 0.42, 1.53], [-6.56, -0.23, 2.29], [-7.88, -0.25, 1.86], [-9.09, -1.05, 2.81], [-8.24, 0.36, 0.67], [-7.27, 1.00, -0.08], [-3.88, 4.93, 0.23], [-2.86, 3.95, 0.56], [-1.92, 3.40, -0.21], [-1.32, 2.41, 0.43], [-1.94, 2.41, 1.63], [-2.89, 3.32, 1.76], [-8.48, 5.54, -0.31], [-7.88, 4.14, 0.59], [-7.91, 4.13, -1.18], [-7.15, 7.20, 0.50], [-5.40, 7.12, 0.64], [-6.41, 6.15, 1.72], [-6.85, 6.63, -1.97], [-6.01, 5.16, -2.46], [-5.11, 6.51, -1.74], [-4.93, 3.42, 1.82], [-4.49, 3.43, -1.74], [-6.18, 3.10, -1.49], [-3.93, 1.69, 0.06], [-4.72, 1.13, -1.39], [-4.57, 0.41, 1.85], [-6.29, -0.73, 3.22], [-9.27, 0.33, 0.34], [-7.56, 1.47, -1.02], [-3.89, 5.69, 1.01], [-3.58, 5.39, -0.71], [-1.73, 3.72, -1.22], [-1.69, 1.72, 2.42]]}